DFT (the ωB97M-V functional and the def2-TZVPD basis) results for C4H8I2 in the gas phase at a distorted geometry.

Computed properties:
- Energy above the lowest of the compared OMol25 structures with the same formula, charge and spin: 0.067 eV
- Frontier orbital gap: 9.694 eV
- SMILES: CC[C@H](I)CI
- LUMO energy: 0.064 eV
- HOMO level: -9.63 eV
- Energy: -20479.061 eV

ORCA input file:
```
! wB97M-V def2-TZVPD RIJCOSX def2/J DEFGRID3
* xyz 0 1
I 1.5385 2.0823 1.9692
I -2.5710 -0.0033 -0.2153
C 0.2562 -1.7340 -0.8349
C -0.2426 1.7550 0.7848
C 0.5092 -0.2744 -0.5191
C -0.5287 0.2821 0.5062
H 0.2071 -2.3081 0.0811
H 1.1323 -2.1038 -1.3608
H -0.6705 -1.9680 -1.3936
H -1.1174 2.1967 1.2867
H -0.0863 2.2539 -0.1774
H 1.5313 -0.1979 -0.1222
H 0.4383 0.2860 -1.4529
H -0.3965 -0.2667 1.4482
*
```